1.
Below is a cluster of 11 separate species, C46H59IN11 in total, with properties calculated with the ωB97M-V functional and the def2-TZVPD basis.

## Properties
Largest force on an atom (eV/A): 2.0
Kohn-Sham gap (eV): 5.28
E_HOMO (Eh): -0.1365

ORCA input file:
```
! wB97M-V def2-TZVPD RIJCOSX def2/J DEFGRID3
* xyz -1 1
C -2.46 -4.49 -1.55
C -2.51 -3.27 -1.61
C -2.77 -1.73 -1.90
C -4.21 -1.60 -2.62
I -4.08 -0.05 -4.22
N -5.23 -1.20 -1.61
C -5.88 -2.44 -1.07
C -7.39 -2.53 -1.58
H -2.63 -5.58 -1.78
H -1.98 -1.45 -2.67
H -2.70 -1.12 -0.95
H -4.80 -0.65 -0.85
H -5.27 -3.36 -1.35
H -5.93 -2.44 0.07
H -8.07 -1.74 -1.15
H -7.41 -2.48 -2.72
H -7.75 -3.57 -1.32
N 0.83 -0.92 -1.90
C 0.54 0.34 -2.37
C 1.58 0.74 -3.16
C 2.53 -0.31 -3.18
C 2.04 -1.32 -2.39
H 0.24 -1.46 -1.28
H -0.38 0.83 -2.09
H 1.64 1.69 -3.68
H 3.47 -0.32 -3.71
H 2.45 -2.28 -2.14
N 3.29 1.23 1.14
C 3.78 0.77 2.34
C 3.18 -0.44 2.61
C 2.30 -0.72 1.53
C 2.39 0.32 0.64
H 3.55 2.09 0.70
H 4.51 1.34 2.89
H 3.35 -1.05 3.48
H 1.67 -1.59 1.42
H 1.90 0.50 -0.30
N -5.40 -4.17 -4.24
C -4.99 -5.45 -4.50
C -5.97 -6.06 -5.25
C -7.00 -5.12 -5.45
C -6.62 -3.96 -4.82
H -4.88 -3.48 -3.70
H -4.05 -5.81 -4.13
H -5.94 -7.08 -5.61
H -7.92 -5.26 -6.00
H -7.11 -3.00 -4.73
N 6.21 -1.98 6.58
C 6.01 -2.46 5.31
C 6.19 -1.42 4.43
C 6.52 -0.27 5.20
C 6.52 -0.65 6.52
H 6.13 -2.52 7.42
H 5.75 -3.49 5.14
H 6.10 -1.48 3.36
H 6.73 0.72 4.82
H 6.72 -0.09 7.42
N -2.67 1.93 -6.86
C -3.08 1.84 -8.16
C -2.14 2.48 -8.94
C -1.13 2.97 -8.07
C -1.49 2.61 -6.79
H -3.17 1.55 -6.06
H -3.99 1.34 -8.42
H -2.18 2.58 -10.01
H -0.25 3.52 -8.34
H -1.00 2.78 -5.84
N -0.22 -1.29 3.80
C -1.57 -1.31 3.58
C -2.04 -2.55 3.94
C -0.93 -3.31 4.39
C 0.18 -2.51 4.29
H 0.39 -0.51 3.62
H -2.08 -0.44 3.20
H -3.07 -2.87 3.88
H -0.94 -4.33 4.74
H 1.21 -2.69 4.53
N -11.61 -5.04 0.79
C -12.46 -4.99 -0.29
C -11.73 -5.28 -1.41
C -10.39 -5.52 -1.01
C -10.35 -5.37 0.35
H -11.86 -4.87 1.74
H -13.50 -4.75 -0.15
H -12.12 -5.32 -2.42
H -9.56 -5.78 -1.64
H -9.53 -5.47 1.05
N 9.12 2.53 5.27
C 10.08 2.83 6.20
C 9.97 4.16 6.51
C 8.90 4.69 5.75
C 8.39 3.66 5.00
H 8.97 1.63 4.85
H 10.76 2.07 6.55
H 10.59 4.69 7.21
H 8.54 5.71 5.76
H 7.58 3.64 4.29
N 5.36 4.83 8.67
C 5.33 5.74 9.70
C 6.63 6.10 9.98
C 7.47 5.40 9.07
C 6.65 4.63 8.28
H 4.55 4.39 8.27
H 4.40 6.04 10.15
H 6.94 6.80 10.74
H 8.54 5.45 9.01
H 6.88 3.95 7.47
N 1.91 5.47 -8.24
C 2.87 5.76 -7.31
C 2.76 7.09 -6.99
C 1.69 7.62 -7.75
C 1.18 6.59 -8.51
H 1.76 4.56 -8.65
H 3.55 5.00 -6.96
H 3.38 7.63 -6.29
H 1.32 8.63 -7.75
H 0.36 6.56 -9.21
*
```

Here are the Löwdin charges for atoms 1 to 4, given in e:
1 C 0.0234
2 C -0.1487
3 C -0.3093
4 C -0.7663

=====

2.
Below is a cluster of 2 separate species, C4H13NS in total, with properties calculated with the ωB97M-V functional and the def2-TZVPD basis.

## Properties
ΔE to the lowest compared entry with this formula, charge and spin (eV): 1.071
Largest force on an atom (eV/A): 1.8
Kohn-Sham gap (alpha / beta) (eV): 1.83 / 8.18
E_HOMO (alpha / beta) (Eh): 0.0567 / -0.1737
<S²>: 0.75

ORCA input file:
```
! wB97M-V def2-TZVPD RIJCOSX def2/J DEFGRID3
* xyz -1 2
C -2.51 -1.75 -0.53
S -2.68 -0.06 -1.14
C -2.54 0.78 0.45
H -1.77 -1.71 0.25
H -3.49 -2.09 -0.18
H -2.24 -2.44 -1.34
H -2.63 0.02 1.25
H -3.17 1.57 0.85
H -1.52 1.15 0.50
C 1.90 0.39 1.16
C 2.69 0.49 -0.15
N 1.90 0.34 -1.37
H 1.01 1.03 1.08
H 2.50 0.76 1.99
H 1.51 -0.61 1.35
H 3.67 -0.01 -0.18
H 3.08 1.52 -0.14
H 2.14 1.11 -1.97
H 2.12 -0.50 -1.90
*
```

Here are the Löwdin charges for atoms 1 to 4, given in e:
1 C -0.4558
2 S 0.0365
3 C -0.4719
4 H 0.0071

=====

3.
Below is a structure of composition C22H17N3O3Pt, with properties calculated with the ωB97M-V functional and the def2-TZVPD basis.

## Properties
Largest force on an atom (eV/A): 0.1
Kohn-Sham gap (alpha / beta) (eV): 7.50 / 5.74
E_HOMO (alpha / beta) (Eh): -0.5340 / -0.5435
<S²>: 6.06

ORCA input file:
```
! wB97M-V def2-TZVPD RIJCOSX def2/J DEFGRID3
* xyz 2 5
Pt -0.36 0.54 -0.09
C -2.49 -3.59 -0.60
O -1.27 -4.30 -0.93
C -0.14 -3.76 -1.29
C 0.85 -4.68 -1.70
C 2.06 -4.25 -2.17
C 2.31 -2.88 -2.27
C 1.40 -1.91 -1.83
C 1.73 -0.57 -2.11
N 1.02 0.48 -1.73
N 1.32 1.61 -2.32
C 0.37 2.59 -1.98
O -0.58 2.30 -1.20
C 0.53 3.88 -2.58
C -0.43 4.88 -2.30
C -0.29 6.12 -2.86
C 0.80 6.39 -3.69
C 1.75 5.41 -3.97
C 1.62 4.15 -3.42
C 0.14 -2.32 -1.25
O -0.72 -1.56 -0.75
H -3.23 -4.38 -0.51
H -2.75 -2.90 -1.39
H -2.37 -3.07 0.35
H 0.60 -5.73 -1.64
H 2.80 -4.96 -2.50
H 3.24 -2.54 -2.71
H 2.58 -0.36 -2.75
H -1.27 4.65 -1.65
H -1.02 6.90 -2.66
H 0.90 7.37 -4.13
H 2.58 5.63 -4.62
H 2.34 3.38 -3.63
N -0.66 -0.16 1.80
C -0.80 -0.42 2.91
C -0.96 -0.74 4.29
C -2.04 -1.54 4.69
C -2.19 -1.83 6.03
C -1.27 -1.34 6.95
C -0.20 -0.55 6.55
C -0.04 -0.24 5.21
H -2.74 -1.91 3.96
H -3.02 -2.44 6.36
H -1.40 -1.57 8.00
H 0.50 -0.17 7.28
H 0.79 0.38 4.88
*
```

Here are the Löwdin charges for atoms 1 to 4, given in e:
1 Pt 1.3042
2 C 0.0324
3 O 0.0395
4 C -0.1447